1.
# C10H12Cl16O2S2

5 unconnected molecules or ions with the total composition C10H12Cl16O2S2 (wB97M-V/def2-TZVPD, OMol25).

Summary:
net charge = 0
HOMO-LUMO gap = 7.747 eV
HOMO energy = -9.170 eV
energy = -8697.87841 a.u.

The geometry in XYZ format:
```
42
Properties=species:S:1:pos:R:3:nbo_charge:R:1
C -0.09 -0.01 1.83 -0.65
C -1.09 -0.67 0.69 -0.43
C -1.48 0.42 -0.51 -0.46
C -1.57 -0.40 -1.93 -0.45
C -0.50 0.06 -3.08 -0.53
S 1.31 -0.16 -2.58 0.51
S 1.99 1.44 -1.35 -0.08
C 1.49 -1.74 -1.53 0.56
O 2.19 -1.68 -0.39 -0.61
O 0.84 -3.02 -1.89 -0.69
H 0.92 0.38 1.38 0.22
H -0.71 0.82 2.39 0.20
H 0.21 -0.81 2.65 0.23
H -2.09 -0.98 1.26 0.20
H -0.66 -1.69 0.25 0.24
H -2.56 0.82 -0.22 0.23
H -0.78 1.36 -0.53 0.21
H -1.59 -1.57 -1.72 0.27
H -2.66 -0.16 -2.37 0.23
H -0.66 -0.67 -4.00 0.28
H -0.71 1.15 -3.52 0.27
H 3.26 1.91 -1.80 0.20
C -2.70 -0.01 5.19 -0.21
Cl -2.17 -1.71 5.10 0.06
Cl -3.57 0.42 3.70 0.05
Cl -3.77 0.20 6.59 0.06
Cl -1.27 1.04 5.37 0.05
C -2.64 4.19 -0.94 -0.21
Cl -1.00 3.67 -1.38 0.05
Cl -2.59 5.83 -0.26 0.06
Cl -3.67 4.18 -2.40 0.05
Cl -3.32 3.06 0.27 0.06
C 3.06 -4.82 -4.79 -0.21
Cl 4.71 -5.34 -5.23 0.05
Cl 3.12 -3.18 -4.11 0.05
Cl 2.04 -4.83 -6.24 0.04
Cl 2.39 -5.94 -3.58 0.07
C 3.26 1.69 3.93 -0.21
Cl 4.18 0.34 4.64 0.06
Cl 3.27 1.54 2.16 0.05
Cl 1.58 1.64 4.53 0.05
Cl 4.01 3.23 4.41 0.05
```

---

2.
# C50H150O50

25 unconnected molecules or ions with the total composition C50H150O50 (wB97M-V/def2-TZVPD, OMol25).

Summary:
net charge = 0
HOMO-LUMO gap = 8.858 eV
HOMO energy = -8.923 eV
energy = -5756.45989 a.u.

The geometry in XYZ format:
```
250
Properties=species:S:1:pos:R:3:mulliken_charge:R:1
C 6.62 2.67 4.05 -0.81
C 5.51 1.61 3.83 0.10
O 6.01 0.28 3.93 -0.28
O 7.47 2.93 2.94 -0.57
H 7.28 2.41 4.87 0.36
H 6.15 3.58 4.42 0.39
H 4.96 1.86 2.93 -0.32
H 4.78 1.80 4.61 0.49
H 6.21 0.28 4.87 0.26
H 8.01 2.18 2.66 0.41
C 5.78 -3.78 -1.49 -0.46
C 5.72 -3.73 -0.01 0.06
O 5.16 -2.50 0.42 0.53
O 5.76 -5.12 -1.84 -0.63
H 6.71 -3.24 -1.68 0.38
H 5.07 -3.15 -2.03 -0.06
H 6.73 -3.78 0.39 0.28
H 4.99 -4.47 0.30 0.04
H 5.15 -2.51 1.38 0.00
H 4.85 -5.34 -1.61 0.37
C -2.25 1.54 6.47 -0.60
C -2.22 2.65 5.39 -0.14
O -1.04 2.73 4.65 -0.20
O -1.41 1.96 7.54 -0.57
H -1.94 0.58 6.06 0.13
H -3.15 1.46 7.07 0.48
H -2.40 3.57 5.94 0.26
H -3.04 2.27 4.78 0.13
H -0.93 3.59 4.24 -0.23
H -1.39 1.17 8.08 0.31
C 1.63 0.85 4.11 -0.56
C 0.61 -0.20 3.97 0.25
O -0.61 0.32 3.37 0.39
O 1.99 1.55 2.93 1.57
H 2.53 0.32 4.43 0.37
H 1.42 1.48 4.97 0.11
H 0.53 -0.63 4.96 0.39
H 1.05 -0.96 3.33 -0.68
H -0.81 1.12 3.87 -0.23
H 1.20 1.82 2.46 -0.73
C -5.82 0.29 -5.83 -0.73
C -6.17 -0.15 -4.45 0.40
O -6.79 -1.39 -4.30 -0.54
O -4.56 -0.32 -6.23 -0.46
H -5.71 1.37 -5.91 0.13
H -6.55 0.08 -6.61 0.41
H -6.73 0.62 -3.92 0.34
H -5.23 -0.23 -3.91 -0.31
H -6.47 -1.93 -5.03 0.34
H -4.68 -1.27 -6.30 0.33
C -3.74 -5.66 -0.08 0.81
C -4.12 -7.19 -0.06 -0.94
O -5.17 -7.49 -0.83 -0.58
O -3.13 -5.26 -1.35 -0.63
H -2.96 -5.42 0.65 -0.18
H -4.62 -5.05 0.10 -0.01
H -4.24 -7.48 0.98 0.38
H -3.23 -7.68 -0.45 0.37
H -4.74 -7.55 -1.69 0.38
H -3.08 -4.30 -1.28 0.05
C 0.10 -0.12 -7.67 -0.48
C 0.35 -1.60 -7.47 -0.35
O 1.62 -1.72 -6.81 -0.39
O -0.05 0.60 -6.52 -0.25
H -0.86 -0.05 -8.19 0.32
H 0.83 0.41 -8.28 0.29
H 0.39 -2.14 -8.41 0.49
H -0.32 -2.19 -6.85 0.07
H 2.24 -1.84 -7.54 0.27
H 0.42 0.09 -5.85 0.19
C -4.07 5.68 -2.87 -0.22
C -2.59 6.04 -2.71 1.49
O -2.51 7.39 -2.22 -0.68
O -4.72 5.74 -1.58 -0.55
H -4.30 4.71 -3.29 -0.29
H -4.55 6.38 -3.56 0.59
H -2.07 6.11 -3.66 0.29
H -2.12 5.56 -1.84 -1.16
H -1.99 7.31 -1.42 0.28
H -5.13 6.58 -1.38 0.28
C -2.46 -2.63 2.12 0.83
C -3.67 -2.83 3.01 -0.89
O -3.31 -3.05 4.37 -0.52
O -1.35 -3.51 2.32 0.85
H -2.11 -1.61 2.31 -0.41
H -2.78 -2.61 1.08 -0.09
H -4.18 -3.66 2.52 0.24
H -4.29 -1.94 2.90 0.52
H -4.18 -3.04 4.77 0.32
H -1.06 -3.30 3.21 -0.41
C 0.15 -7.77 1.34 -0.82
C 0.50 -6.65 0.37 -0.25
O 0.93 -5.39 1.06 0.34
O -0.99 -7.35 2.10 -0.54
H 0.92 -8.08 2.05 0.31
H -0.14 -8.67 0.80 0.34
H -0.26 -6.55 -0.40 0.44
H 1.35 -6.99 -0.23 0.45
H 0.06 -5.17 1.40 -0.39
H -0.71 -6.91 2.90 0.19
C 1.62 -5.57 -3.87 -0.41
C 2.47 -4.68 -2.94 0.00
O 2.92 -5.32 -1.70 -0.56
O 0.58 -6.18 -3.11 -0.43
H 2.16 -6.46 -4.19 0.35
H 1.18 -4.89 -4.60 0.31
H 2.09 -3.68 -2.72 -0.16
H 3.41 -4.49 -3.45 0.40
H 2.11 -5.39 -1.19 0.08
H -0.17 -6.48 -3.63 0.24
C -0.90 -4.91 5.43 -0.01
C 0.37 -5.67 5.84 -0.64
O 1.16 -5.94 4.69 -0.49
O -0.63 -3.57 5.18 -0.49
H -1.53 -4.99 6.32 0.45
H -1.36 -5.43 4.60 0.03
H 0.17 -6.70 6.15 0.32
H 1.05 -5.24 6.58 0.31
H 1.13 -5.17 4.11 0.19
H -1.45 -3.19 4.86 0.08
C -3.53 6.21 4.21 -0.50
C -3.82 5.26 2.97 -0.32
O -2.56 4.64 2.65 0.72
O -2.55 7.19 3.79 -0.54
H -3.23 5.69 5.12 0.14
H -4.41 6.84 4.39 0.36
H -4.20 5.64 2.03 0.26
H -4.50 4.46 3.25 0.34
H -2.84 3.98 2.01 -0.36
H -1.70 6.78 3.97 0.33
C 2.26 1.98 -4.20 -0.64
C 2.60 0.45 -4.28 -0.95
O 1.48 -0.40 -4.24 0.01
O 1.75 2.25 -2.88 1.32
H 1.57 2.39 -4.94 0.46
H 3.10 2.68 -4.24 0.47
H 3.12 0.14 -3.37 0.23
H 3.23 0.07 -5.08 0.52
H 1.77 -1.15 -4.77 -0.12
H 0.85 1.93 -2.84 -0.91
C 0.41 -0.59 -1.10 -0.13
C 0.74 -0.50 0.48 0.63
O 2.24 -0.75 0.61 0.12
O -0.98 -0.24 -1.35 0.39
H 0.44 -1.66 -1.31 0.33
H 1.11 0.10 -1.59 -0.82
H 0.25 -1.36 0.95 -0.08
H 0.43 0.40 1.01 -0.87
H 2.55 -0.62 1.51 -0.25
H -0.96 0.71 -1.49 -0.66
C -4.58 2.38 -1.07 -1.01
C -3.65 3.13 -0.09 0.72
O -3.41 2.32 1.03 -0.97
O -3.95 1.26 -1.53 0.48
H -4.83 2.92 -1.98 0.08
H -5.44 2.14 -0.43 0.65
H -4.17 4.06 0.12 0.36
H -2.71 3.26 -0.63 -0.70
H -2.96 1.55 0.66 0.13
H -4.51 0.48 -1.46 -0.42
C 4.57 -3.27 3.84 -0.84
C 3.66 -4.28 3.09 -0.26
O 2.64 -3.47 2.58 0.52
O 5.48 -2.48 3.02 -0.63
H 5.13 -3.71 4.67 0.43
H 3.91 -2.48 4.21 0.20
H 3.34 -5.03 3.82 0.40
H 4.27 -4.64 2.27 0.04
H 2.51 -3.77 1.67 -0.27
H 5.47 -1.58 3.35 0.18
C 0.06 4.69 0.07 1.70
C -0.02 6.21 0.21 -0.89
O -1.31 6.76 0.64 -0.66
O 0.11 3.84 1.21 1.51
H 0.97 4.56 -0.51 -0.84
H -0.79 4.39 -0.54 -0.89
H 0.40 6.73 -0.65 0.45
H 0.67 6.37 1.04 0.22
H -1.46 6.28 1.46 0.18
H -0.57 4.16 1.80 -0.86
C 1.92 4.94 5.06 0.32
C 1.18 6.34 4.92 -0.81
O 0.22 6.36 3.88 -0.51
O 2.34 4.66 3.78 -0.56
H 1.25 4.13 5.35 -0.23
H 2.70 4.82 5.82 0.42
H 1.96 7.10 4.89 0.34
H 0.72 6.66 5.86 0.47
H 0.79 6.34 3.11 0.07
H 2.46 3.71 3.76 -0.03
C -1.71 -2.56 -3.61 0.69
C -2.99 -2.35 -2.87 0.08
O -2.76 -2.15 -1.51 1.86
O -1.97 -2.52 -4.99 -0.68
H -1.29 -3.53 -3.34 0.07
H -1.09 -1.71 -3.34 -0.44
H -3.71 -3.17 -2.93 0.90
H -3.38 -1.44 -3.31 -1.38
H -2.16 -1.40 -1.45 -0.44
H -2.06 -1.64 -5.37 0.31
C -7.38 -2.38 0.45 -0.69
C -6.52 -1.83 -0.67 -0.21
O -5.64 -0.85 -0.27 -0.25
O -6.51 -3.23 1.32 -0.37
H -8.08 -3.09 0.02 0.42
H -7.81 -1.54 0.99 0.31
H -7.15 -1.47 -1.48 0.40
H -5.91 -2.61 -1.13 0.01
H -5.01 -1.21 0.36 0.06
H -7.13 -3.64 1.93 0.22
C 8.42 -1.11 -0.06 -0.36
C 8.21 -0.80 1.43 0.13
O 8.14 0.55 1.66 -0.71
O 7.34 -0.64 -0.85 -0.59
H 8.41 -2.20 -0.10 0.17
H 9.39 -0.90 -0.51 0.47
H 9.08 -1.14 1.99 0.49
H 7.40 -1.31 1.96 -0.35
H 7.21 0.77 1.66 0.28
H 6.52 -0.60 -0.35 0.22
C 5.00 1.46 -0.10 -0.90
C 3.66 2.29 -0.16 0.97
O 3.59 3.36 -1.03 -0.65
O 4.75 0.32 0.69 0.92
H 5.81 2.03 0.37 0.43
H 5.21 1.10 -1.11 0.38
H 3.13 2.43 0.79 -0.19
H 2.89 1.62 -0.54 -0.66
H 3.30 3.02 -1.87 0.20
H 4.04 -0.16 0.26 -0.30
C 2.18 5.47 -3.33 0.29
C 0.73 5.49 -3.88 -0.23
O 0.62 5.77 -5.32 -0.59
O 2.69 6.79 -3.08 -0.61
H 2.86 4.93 -3.99 0.44
H 2.02 4.84 -2.46 -0.40
H 0.06 6.17 -3.35 0.43
H 0.28 4.51 -3.71 -0.05
H 0.48 6.72 -5.29 0.43
H 3.61 6.75 -2.82 0.34
C -1.78 2.00 -4.22 -0.30
C -3.01 2.07 -4.97 0.37
O -3.63 3.36 -4.94 -0.50
O -1.76 2.43 -2.94 1.90
H -0.95 2.45 -4.78 0.34
H -1.37 1.00 -4.15 -0.35
H -3.66 1.33 -4.51 -0.99
H -2.94 1.83 -6.03 0.76
H -4.46 3.36 -5.44 0.29
H -2.62 2.18 -2.59 -1.25
```

---

3.
# C28H28BIN12PbSe

A molecular structure, C28H28BIN12PbSe (wB97M-V/def2-TZVPD, OMol25).

Summary:
net charge = +2
HOMO-LUMO gap = 5.442 eV
HOMO energy = -13.185 eV
energy = -4657.23448 a.u.

The geometry in XYZ format:
```
72
Properties=species:S:1:pos:R:3:mulliken_charge:R:1
Pb -0.06 0.30 -0.38 1.35
C -1.02 3.76 -3.26 -1.26
C -0.25 2.67 -2.86 -0.43
N -0.78 2.09 -1.78 0.18
N -1.90 2.80 -1.46 0.01
C -2.05 3.80 -2.34 -0.01
B -2.77 2.55 -0.19 -0.04
N -1.90 2.74 1.07 -0.02
C -2.07 3.65 2.04 -0.05
C -1.00 3.57 2.92 -1.24
C -0.20 2.56 2.38 -0.49
N -0.74 2.06 1.27 0.24
N -3.39 1.13 -0.24 0.08
C -4.69 0.82 -0.33 0.06
C -4.82 -0.56 -0.41 -1.44
C -3.50 -1.01 -0.37 -1.19
N -2.65 0.00 -0.25 0.30
H -0.85 4.42 -4.08 0.43
H 0.66 2.30 -3.28 0.57
H -2.88 4.48 -2.25 0.47
H -3.66 3.34 -0.18 -0.11
H -2.93 4.30 2.04 0.46
H -0.83 4.16 3.80 0.43
H 0.75 2.20 2.74 0.58
H -5.44 1.59 -0.35 0.48
H -5.72 -1.13 -0.53 0.50
H -3.12 -2.02 -0.48 1.05
Se 8.39 0.59 -0.25 0.32
N 7.18 0.48 1.04 -0.84
C 6.01 0.39 0.45 1.08
C 4.75 0.25 1.18 0.44
C 4.72 0.18 2.57 -0.55
C 3.51 0.03 3.20 -1.15
C 2.36 -0.05 2.42 -0.39
N 2.37 0.03 1.09 0.04
C 3.55 0.18 0.46 -0.57
C 3.55 0.23 -1.02 -0.46
N 2.38 0.16 -1.67 0.17
C 2.38 0.13 -2.99 -0.29
C 3.54 0.21 -3.76 -1.21
C 4.74 0.31 -3.11 -0.54
C 4.76 0.32 -1.72 0.53
C 6.02 0.41 -0.98 1.01
N 7.19 0.51 -1.55 -0.83
H 5.65 0.25 3.12 0.55
H 3.44 -0.04 4.28 0.46
H 1.39 -0.16 2.88 0.66
H 1.41 0.04 -3.47 0.61
H 3.48 0.18 -4.84 0.46
H 5.68 0.39 -3.65 0.56
C -3.75 -2.52 2.97 -0.94
C -2.54 -3.13 2.50 -0.11
C -0.76 -3.34 3.93 -1.38
C -1.24 -2.55 2.63 0.61
H -4.51 -3.23 3.28 0.37
H -4.14 -2.05 2.03 0.22
H -3.59 -1.70 3.67 0.35
H -2.60 -4.13 2.06 0.53
H -0.84 -2.67 4.79 0.34
H 0.27 -3.65 3.77 0.40
H -1.35 -4.23 4.15 0.50
H -0.57 -2.79 1.81 0.02
H -1.27 -1.48 2.82 0.07
I -2.25 -5.52 -2.77 0.17
C -1.71 -3.55 -2.91 -0.55
C -2.04 -2.64 -3.89 -0.29
N -1.46 -1.47 -3.53 -0.10
N -0.78 -1.57 -2.38 0.20
C -0.92 -2.83 -2.01 -0.63
H -2.63 -2.73 -4.78 0.48
H -1.53 -0.58 -4.00 0.15
H -0.43 -3.19 -1.11 0.57
```